# 1
C19H25NO5 | ωB97M-V/def2-TZVPD

CARTESIAN COORDINATES (ANGSTROEM)
1 C -0.580 3.471 2.410
2 C -0.518 2.211 3.261
3 H -0.820 2.416 4.290
4 H -1.158 1.431 2.834
5 O 0.816 1.713 3.366
6 C 1.278 0.990 2.344
7 O 0.590 0.740 1.367
8 C 2.666 0.539 2.540
9 C 3.317 0.843 3.738
10 C 4.613 0.437 3.970
11 C 5.287 -0.286 2.995
12 C 4.671 -0.598 1.801
13 C 3.357 -0.197 1.551
14 N 2.715 -0.508 0.364
15 C 3.182 -1.190 -0.710
16 O 4.306 -1.609 -0.866
17 C 2.122 -1.396 -1.800
18 H 2.431 -0.851 -2.695
19 H 2.088 -2.469 -2.024
20 O 0.833 -0.929 -1.449
21 C -0.004 -1.811 -0.860
22 O 0.291 -2.957 -0.655
23 C -1.307 -1.153 -0.499
24 H -1.076 -0.334 0.185
25 C -2.037 -0.596 -1.728
26 C -2.413 -1.722 -2.693
27 C -3.153 -1.170 -3.908
28 C -4.405 -0.415 -3.473
29 C -4.035 0.712 -2.514
30 C -3.294 0.161 -1.300
31 H -3.021 0.979 -0.629
32 H -3.953 -0.517 -0.752
33 H -4.936 1.237 -2.190
34 H -3.397 1.432 -3.032
35 H -4.918 -0.009 -4.346
36 H -5.089 -1.105 -2.973
37 H -3.425 -1.989 -4.578
38 H -2.495 -0.493 -4.457
39 H -1.514 -2.252 -3.014
40 H -3.052 -2.441 -2.174
41 H -1.364 0.099 -2.241
42 H -1.929 -1.888 0.014
43 H 1.749 -0.170 0.319
44 H 5.194 -1.160 1.045
45 H 6.302 -0.611 3.168
46 H 5.098 0.679 4.903
47 H 2.781 1.404 4.487
48 H 0.091 4.228 2.810
49 H -0.288 3.246 1.387
50 H -1.594 3.859 2.409

Results
**Energy above the lowest of the compared OMol25 structures with the same formula, charge and spin**: 0.000 eV
**Largest force on an atom**: 0.69 eV/Å
**LUMO**: 0.24 eV
**2S+1**: 1
**Molecular weight**: 347.41 g mol⁻¹

Atom charges from the Mulliken analysis, given in e for atoms 1 to 2: atom 1 (C): -1.10, atom 2 (C): -0.24

# 2
C21H23ClF9NO4 | ωB97M-V/def2-TZVPD

CARTESIAN COORDINATES (ANGSTROEM)
1 C -0.331 6.855 -2.129
2 C -0.795 6.674 -0.700
3 O -0.238 5.494 -0.144
4 C -1.130 4.394 -0.144
5 C -0.352 3.183 0.273
6 C -0.110 2.924 1.621
7 C 0.601 1.804 2.068
8 C 0.858 1.570 3.533
9 C 0.161 2.495 4.497
10 F -1.217 2.328 4.411
11 C 1.104 0.873 1.139
12 C 1.875 -0.344 1.580
13 C 1.068 -1.564 2.116
14 C 1.418 -1.943 3.556
15 Cl -0.715 -1.368 1.941
16 C 0.869 1.144 -0.211
17 C 0.159 2.264 -0.633
18 C 0.059 2.226 -2.110
19 O -0.487 2.982 -2.855
20 N 0.794 1.096 -2.523
21 C 1.247 0.364 -1.415
22 O 1.847 -0.677 -1.495
23 H -0.761 7.759 -2.554
24 H -0.680 6.018 -2.730
25 H 0.753 6.897 -2.173
26 H -1.887 6.624 -0.675
27 H -0.507 7.514 -0.071
28 H -1.536 4.235 -1.141
29 H -1.944 4.571 0.563
30 H -0.507 3.617 2.348
31 H 1.928 1.644 3.740
32 H 0.575 0.548 3.786
33 H 0.389 3.541 4.295
34 H 0.458 2.269 5.519
35 H 2.411 -0.706 0.712
36 H 2.613 -0.055 2.324
37 H 1.284 -2.418 1.484
38 H 1.986 -1.160 4.050
39 H 0.525 -2.123 4.145
40 H 2.005 -2.857 3.574
41 H 0.384 0.544 -3.264
42 C 0.154 -4.575 -3.012
43 C -0.804 -3.429 -2.672
44 C -0.798 -2.907 -1.233
45 F -1.196 -3.871 -0.378
46 F -1.664 -1.866 -1.149
47 F -2.060 -3.729 -3.053
48 F -0.384 -2.366 -3.432
49 O -0.391 -5.876 -3.049
50 C -0.440 -6.680 -1.948
51 C -1.882 -7.062 -1.593
52 F -2.607 -5.958 -1.334
53 F -1.857 -7.836 -0.486
54 F 0.201 -6.155 -0.889
55 F 0.181 -7.840 -2.265
56 H 0.453 -4.384 -4.041
57 H 1.056 -4.527 -2.401
58 H 0.199 -2.560 -0.955
59 H -2.334 -7.614 -2.419

Results
**Largest force on an atom**: 0.76 eV/Å
**LUMO**: -0.41 eV
**2S+1**: 1
**Molecular weight**: 559.85 g mol⁻¹

Atom charges from the Mulliken analysis, given in e for atoms 1 to 2: atom 1 (C): -1.01, atom 2 (C): -0.42

# 3
C9H8F3O7S2V | ωB97M-V/def2-TZVPD

CARTESIAN COORDINATES (ANGSTROEM)
1 V -1.917 0.569 0.044
2 O -1.201 2.436 2.811
3 S -1.793 2.655 1.520
4 O -2.091 3.992 1.139
5 O -2.949 1.686 1.257
6 O -0.827 1.979 0.436
7 F -1.102 -1.264 -4.157
8 C -1.641 -0.099 -3.804
9 F -2.788 0.057 -4.458
10 F -0.805 0.881 -4.167
11 C -1.838 -0.026 -2.280
12 O -2.744 0.714 -1.800
13 O -1.047 -0.641 -1.536
14 C 0.067 -0.483 3.352
15 S -0.310 -1.468 1.916
16 O -1.572 -0.772 1.357
17 C 1.041 -1.096 0.838
18 C 1.458 -2.145 0.027
19 C 2.469 -1.927 -0.895
20 C 3.043 -0.669 -0.999
21 C 2.618 0.374 -0.185
22 C 1.613 0.169 0.744
23 H 0.022 0.578 3.108
24 H 1.048 -0.793 3.710
25 H -0.700 -0.706 4.091
26 H 0.987 -3.116 0.111
27 H 2.799 -2.734 -1.534
28 H 3.828 -0.496 -1.724
29 H 3.065 1.354 -0.276
30 H 1.267 0.989 1.355

Results
**Energy above the lowest of the compared OMol25 structures with the same formula, charge and spin**: 0.129 eV
**Largest force on an atom**: 0.65 eV/Å
**LUMO (alpha / beta)**: -0.48 / -0.48 eV
**2S+1**: 3
**Molecular weight**: 400.23 g mol⁻¹

Atom charges from the Mulliken analysis, given in e for atoms 1 to 2: atom 1 (V): 0.88, atom 2 (O): -0.64

# 4
C2H3NO2 | ωB97M-V/def2-TZVPD

CARTESIAN COORDINATES (ANGSTROEM)
1 C 0.796 0.135 0.442
2 C -1.503 0.200 -0.275
3 O 1.297 -1.050 0.062
4 N -0.822 0.302 -1.244
5 O 1.400 1.152 0.636
6 H 1.585 -0.940 -0.860
7 H -2.444 0.273 0.249
8 H -0.309 -0.073 0.990

Results
**Energy above the lowest of the compared OMol25 structures with the same formula, charge and spin**: 3.036 eV
**Largest force on an atom**: 5.74 eV/Å
**LUMO**: 0.20 eV
**2S+1**: 1
**Molecular weight**: 73.05 g mol⁻¹

Atom charges from the Mulliken analysis, given in e for atoms 1 to 2: atom 1 (C): 0.41, atom 2 (C): 0.13